[1]
{"formula": "C20H32AgAsN6O5S", "method": "wB97M-V/def2-TZVPD", "spin_multiplicity": 1, "e_above_lowest_kcal_mol": 23.7, "energy_ev": -116112.92253, "gap_ev": 6.1, "charge": -2, "species": ["Ag", "As", "S", "O", "O", "O", "O", "O", "N", "N", "N", "N", "N", "N", "C", "C", "C", "C", "C", "C", "C", "C", "C", "C", "C", "C", "C", "C", "C", "C", "C", "C", "C", "C", "H", "H", "H", "H", "H", "H", "H", "H", "H", "H", "H", "H", "H", "H", "H", "H", "H", "H", "H", "H", "H", "H", "H", "H", "H", "H", "H", "H", "H", "H", "H", "H"], "xyz": [[0.4314, -0.4084, -0.5141], [0.1320, 2.8847, 0.0285], [-0.2212, 1.8295, -1.7596], [0.1430, -0.8118, 1.8681], [2.9211, 0.2435, -1.1297], [2.5571, 1.9877, 0.2617], [0.9292, -4.9332, -0.6355], [0.5925, -2.3944, 3.3983], [-4.3222, -2.4378, 0.0756], [0.6697, -2.6662, -0.1744], [-4.1387, -0.2802, 1.2085], [-2.5006, -0.9238, -0.4734], [-4.7771, -0.3683, -1.1501], [-0.3050, -2.2839, -2.8748], [-5.1241, -1.7837, -0.9599], [0.6008, -1.9514, 2.2334], [7.0465, 0.6395, -0.6092], [3.2692, 1.1264, -0.3284], [1.4427, 4.2997, -0.0926], [-0.1125, -3.6099, -2.2834], [0.0949, 2.1585, 1.8129], [4.7728, 1.2255, -0.0382], [6.6190, 2.0945, 1.2550], [-1.4305, 4.0715, 0.1744], [5.6785, 0.5405, -0.8400], [-2.8985, -2.3203, -0.3145], [-4.5045, -1.6957, 1.3310], [-3.3385, -0.3021, -1.4952], [5.2527, 2.0018, 1.0107], [-2.7169, -0.2243, 0.7982], [1.2520, -2.8328, 1.1509], [7.5212, 1.4179, 0.4411], [0.5698, -3.7557, -0.9093], [-4.9490, 0.3085, 0.1413], [-1.4417, 4.7604, -0.6692], [-2.3432, 3.4774, 0.1526], [-3.0383, 0.7387, -1.6121], [1.2608, 4.8170, -1.0312], [8.5871, 1.4902, 0.6286], [-2.0725, -0.6548, 1.5650], [0.3280, 1.0925, 1.8129], [6.9850, 2.6943, 2.0818], [-5.5533, -1.7674, 1.6331], [0.4534, -4.2354, -2.9752], [-0.8977, 2.3286, 2.2248], [-2.2642, -2.7787, 0.4450], [0.5892, -1.8088, -2.8895], [5.2786, -0.0747, -1.6375], [-1.3889, 4.6387, 1.1094], [7.7443, 0.1022, -1.2434], [-2.7518, -2.8473, -1.2588], [-3.8796, -2.1504, 2.1007], [-0.8590, -1.7259, -2.2325], [-2.4329, 0.8220, 0.6634], [-6.1819, -1.8544, -0.6891], [-4.6668, 1.3571, 0.0241], [0.8474, 2.6960, 2.3887], [-6.0044, 0.2585, 0.4240], [2.3116, -2.5370, 1.1325], [-1.0920, -4.0854, -2.1851], [-4.9677, -2.3086, -1.9050], [1.2119, -3.8680, 1.4768], [4.5342, 2.5223, 1.6306], [1.2851, 4.9826, 0.7435], [-3.1857, -0.8152, -2.4481], [2.4481, 3.8881, -0.0681]], "nbo_charge": [0.83, 1.50, -0.73, -0.89, -0.72, -0.81, -0.79, -0.76, -0.48, -0.77, -0.48, -0.47, -0.48, -0.86, -0.08, 0.78, -0.24, 0.76, -0.97, -0.29, -0.97, -0.05, -0.24, -1.00, -0.20, -0.09, -0.08, -0.09, -0.20, -0.10, -0.35, -0.24, 0.59, -0.07, 0.22, 0.23, 0.22, 0.22, 0.19, 0.26, 0.33, 0.19, 0.17, 0.18, 0.22, 0.23, 0.36, 0.24, 0.21, 0.19, 0.20, 0.21, 0.35, 0.19, 0.17, 0.19, 0.23, 0.17, 0.18, 0.17, 0.19, 0.21, 0.23, 0.20, 0.20, 0.29]}

[2]
{"formula": "C7H13F2N4O3", "method": "wB97M-V/def2-TZVPD", "smiles": "C[C@H](F)n1c(F)nn[n+]1COCOCCO", "spin_multiplicity": 1, "energy_ev": -24990.75658, "gap_ev": 6.5, "charge": 1, "species": ["F", "F", "O", "O", "O", "N", "N", "N", "N", "C", "C", "C", "C", "C", "C", "C", "H", "H", "H", "H", "H", "H", "H", "H", "H", "H", "H", "H", "H"], "xyz": [[-1.8109, -0.9633, 4.7559], [-0.6004, 1.1028, 1.4028], [3.3258, 3.5294, -2.6997], [0.8268, -1.4030, -0.3018], [1.6345, 0.7000, -1.0355], [-0.6969, -3.1126, 3.4659], [-1.3011, -1.1497, 2.1876], [-0.3418, -3.3623, 2.1221], [-0.7217, -2.1879, 1.4751], [1.7359, 1.6022, -2.1930], [-1.3026, -1.7303, 3.5952], [-0.4036, -2.1964, -0.0056], [-1.7718, 0.2282, 1.7775], [3.3066, 2.1277, -2.2438], [0.5277, -0.2919, -1.2257], [-2.9863, 0.2509, 0.6765], [0.4702, -0.7031, -2.3228], [0.9540, 2.4616, -2.0440], [-4.0147, 0.1005, 1.2143], [-2.2121, 0.7331, 2.7657], [-2.9751, 1.3234, 0.1554], [3.9442, 1.4284, -2.9523], [-2.8891, -0.5281, -0.1913], [3.9343, 4.0114, -2.0532], [-0.5112, 0.2328, -1.0139], [1.5457, 0.9910, -3.1750], [-1.3039, -1.9331, -0.7067], [3.7451, 2.0602, -1.1597], [-0.1076, -3.3223, -0.2701]], "nbo_charge": [-0.24, -0.33, -0.73, -0.51, -0.54, -0.20, -0.20, 0.14, 0.03, -0.10, 0.74, 0.03, 0.33, -0.09, 0.22, -0.68, 0.17, 0.20, 0.27, 0.26, 0.29, 0.19, 0.23, 0.48, 0.15, 0.18, 0.24, 0.19, 0.27]}

[3]
{"formula": "C4H10N2O", "method": "wB97M-V/def2-TZVPD", "smiles": "[H]/N=C(\\C)CNOC", "spin_multiplicity": 1, "e_above_lowest_kcal_mol": 117.3, "energy_ev": -9333.90216, "gap_ev": 10.0, "charge": 0, "species": ["O", "N", "N", "C", "C", "C", "C", "H", "H", "H", "H", "H", "H", "H", "H", "H", "H"], "xyz": [[1.0287, -0.7287, 0.0451], [-1.0027, 0.8412, 1.2844], [0.7952, -0.0049, -1.4402], [1.9855, -0.1523, 0.9124], [-0.2052, 0.9169, -1.0615], [-1.7209, -1.0177, -0.1963], [-0.8809, 0.1542, 0.2268], [-1.1444, -1.6774, -0.8417], [2.4360, -0.9531, 1.4996], [1.6929, 0.4601, -1.5753], [1.5043, 0.5920, 1.5554], [-2.0535, -1.5785, 0.6767], [0.1472, 1.8828, -0.6902], [-2.5854, -0.6726, -0.7648], [2.7847, 0.3522, 0.3535], [-1.8117, 0.5984, 1.8519], [-0.9699, 0.9873, -1.8359]], "nbo_charge": [-0.45, -0.74, -0.28, -0.27, -0.33, -0.70, 0.43, 0.24, 0.20, 0.35, 0.20, 0.22, 0.20, 0.22, 0.17, 0.34, 0.21]}

[4]
{"formula": "C24H33BrClN5OTeY", "method": "wB97M-V/def2-TZVPD", "spin_multiplicity": 1, "e_above_lowest_kcal_mol": 1.1, "energy_ev": -125818.73264, "gap_ev": 7.4, "charge": 1, "species": ["Te", "Y", "Br", "Cl", "O", "N", "N", "N", "N", "N", "C", "C", "C", "C", "C", "C", "C", "C", "C", "C", "C", "C", "C", "C", "C", "C", "C", "C", "C", "C", "C", "C", "C", "C", "H", "H", "H", "H", "H", "H", "H", "H", "H", "H", "H", "H", "H", "H", "H", "H", "H", "H", "H", "H", "H", "H", "H", "H", "H", "H", "H", "H", "H", "H", "H", "H", "H"], "xyz": [[2.8618, -1.3634, 0.6565], [0.3550, 0.5845, 0.9743], [6.9553, 4.6148, 0.1297], [1.9852, 1.5798, 2.8666], [0.7820, 0.3330, -1.1248], [-2.0684, 0.9818, 0.2799], [0.7030, 2.8027, -0.1162], [2.9220, 5.3200, -4.3759], [1.9280, 4.6064, -4.5474], [-1.0344, -1.2892, 1.9103], [-2.4319, -0.8096, 1.9555], [4.2430, 6.1887, -2.5667], [0.1378, 1.8745, 3.0460], [-2.5895, 2.1644, 0.9942], [1.0198, 1.3313, -1.9704], [5.3873, 3.7143, -2.0606], [-2.8696, -0.2077, 0.6358], [5.7094, 4.8133, -1.2776], [2.2716, -2.7136, -0.8752], [4.4569, 3.8463, -3.0779], [3.8596, 5.0805, -3.3098], [-2.1972, 1.2325, -1.1687], [1.3006, 3.7687, -2.2759], [1.5217, 2.2694, -4.1461], [1.2496, 1.1647, -3.3167], [1.2315, 5.0526, -1.6848], [0.9361, 5.1723, -0.3540], [1.0136, 2.6655, -1.4500], [0.6885, 4.0148, 0.3952], [3.1127, -2.8188, 2.1908], [-0.9169, -2.4909, 1.0664], [5.1511, 6.0564, -1.5298], [-0.5778, -1.6216, 3.2700], [1.6118, 3.5331, -3.6393], [-1.9655, 3.0266, 0.7661], [1.7587, -2.1159, -1.6248], [3.1541, -3.1822, -1.2991], [0.4532, 4.0932, 1.4497], [-1.6262, -3.2625, 1.3861], [-0.0867, 1.4134, 4.0099], [-3.1053, -1.6301, 2.2339], [4.2133, 2.9897, -3.6900], [-0.6808, -0.7530, 3.9168], [-2.5711, 2.0077, 2.0698], [0.4713, -1.9189, 3.2407], [-3.9348, 0.0480, 0.6794], [3.9875, -3.4257, 1.9791], [1.4006, 5.9313, -2.2919], [1.2227, 0.1660, -3.7327], [-1.0990, -2.2580, 0.0178], [3.2614, -2.2826, 3.1259], [2.2300, -3.4500, 2.2655], [-2.4971, -0.0627, 2.7490], [3.8172, 7.1544, -2.8096], [-2.7655, -0.9408, -0.1648], [5.4365, 6.9130, -0.9355], [-1.6565, 2.1401, -1.4310], [-3.6163, 2.3772, 0.6760], [1.7050, 2.1239, -5.2034], [1.6039, -3.4718, -0.4746], [-1.1617, -2.4468, 3.6921], [5.8657, 2.7628, -1.8736], [0.0547, 2.9503, 3.1954], [0.8852, 6.1407, 0.1222], [0.0926, -2.8886, 1.1507], [-1.7720, 0.4053, -1.7338], [-3.2496, 1.3626, -1.4439]], "nbo_charge": [0.59, 1.75, 0.08, -0.08, -0.92, -0.51, -0.55, -0.11, -0.10, -0.53, -0.23, -0.22, -0.93, -0.41, 0.33, -0.22, -0.24, -0.08, -0.85, -0.24, 0.12, -0.41, -0.03, -0.19, -0.26, -0.11, -0.26, 0.08, 0.09, -0.87, -0.42, -0.23, -0.42, 0.03, 0.22, 0.25, 0.24, 0.21, 0.21, 0.20, 0.21, 0.23, 0.23, 0.22, 0.22, 0.21, 0.25, 0.24, 0.23, 0.22, 0.24, 0.22, 0.22, 0.23, 0.22, 0.24, 0.22, 0.20, 0.24, 0.22, 0.21, 0.23, 0.20, 0.24, 0.22, 0.23, 0.20]}

[5]
{"formula": "C3H11N2", "method": "wB97M-V/def2-TZVPD", "spin_multiplicity": 2, "e_above_lowest_kcal_mol": 12.1, "energy_ev": -6249.92747, "gap_ev": [11.2, 8.9], "charge": 2, "species": ["N", "N", "C", "C", "C", "H", "H", "H", "H", "H", "H", "H", "H", "H", "H", "H"], "xyz": [[-1.9188, 1.9395, 1.2899], [1.0680, -0.3144, -0.8425], [1.6487, -1.2725, -1.7971], [-0.2944, -0.3297, 1.1616], [-0.0641, -0.6078, -0.1593], [-0.7788, -1.2272, -0.7025], [2.1097, -0.7397, -2.6326], [-1.3053, 2.7458, 1.4243], [-2.4970, 2.0022, 0.4505], [2.4452, -1.8482, -1.3227], [0.4583, 0.2144, 1.7260], [-2.4823, 1.7246, 2.1169], [0.8788, -1.9817, -2.1210], [1.7798, 0.1495, -0.2726], [-1.0720, -0.7936, 1.7675], [-1.2185, 1.0699, 1.1489]], "mulliken_spin": [0.06, 0.49, 0.01, 0.50, -0.10, 0.00, 0.02, 0.00, 0.00, 0.03, 0.00, 0.00, 0.00, -0.02, 0.01, 0.00]}